Computed, not measured: 5 unconnected molecules or ions with the total composition C16H26Cl4O6, with ωB97M-V/def2-TZVPD.

Geometry as XYZ:
```
52
Properties=species:S:1:pos:R:3:forces:R:3
Cl -3.954 1.002 0.848 1.986 -1.176 -0.075
Cl -7.368 2.454 3.047 -0.293 -0.121 -0.151
Cl -4.918 -2.556 -0.001 0.178 -0.201 0.482
Cl -6.641 -2.981 3.110 0.118 0.218 0.284
O -0.211 -3.772 -1.556 0.305 -0.945 0.283
O 4.328 0.386 -0.227 1.852 -0.484 -1.194
O -0.718 -1.690 -1.914 0.064 -2.388 -1.303
O 0.925 2.738 -1.860 -0.648 0.295 -0.671
O 0.103 4.181 -3.386 -0.009 -0.411 -0.059
O 6.306 0.890 -1.465 -3.264 -3.345 4.164
C -0.364 -2.634 -1.126 -1.810 1.625 0.306
C -5.740 1.764 2.842 0.319 1.228 -0.959
C -0.629 -0.636 0.186 -2.435 -1.308 -0.203
C -4.471 -3.261 1.596 -0.088 0.286 -0.066
C -4.932 -2.484 2.818 -0.625 -0.663 -0.161
C 2.194 2.338 -1.352 0.328 -1.001 -0.482
C 3.283 2.647 -2.426 -1.115 0.944 -0.523
C -0.189 -2.134 0.339 1.458 0.277 -1.613
C 5.699 0.132 -0.647 1.317 2.378 -3.475
C -5.356 1.864 1.314 -1.785 0.459 1.002
C 6.213 -1.172 0.037 -1.898 1.712 -0.476
C 4.854 -1.861 0.385 1.548 -0.489 0.900
C -0.737 -0.432 -1.324 1.640 2.611 0.822
C 2.512 3.698 -3.286 0.968 -0.293 0.172
C 3.842 -0.736 0.490 0.050 -0.169 1.360
C 1.034 3.597 -2.928 0.935 0.496 0.665
H 2.634 3.522 -4.355 -0.034 0.157 0.052
H -6.120 1.484 0.635 -0.332 0.258 0.438
H -4.980 -1.395 2.827 0.614 -0.229 -0.365
H 3.573 1.865 -3.128 -0.293 -0.649 0.687
H -3.393 -3.419 1.615 0.002 0.196 -0.133
H 2.799 -1.033 0.387 -0.222 0.080 -1.827
H 6.905 -1.749 -0.577 -0.167 0.282 0.060
H 6.715 -0.702 0.882 0.198 -0.628 0.407
H -0.528 -2.843 1.094 -0.187 0.402 -0.072
H -1.681 -0.614 0.472 0.097 0.204 0.846
H 2.979 4.652 -3.040 -0.758 0.403 -0.246
H -4.961 -4.227 1.714 0.191 -0.033 -0.488
H 2.089 1.262 -1.218 0.303 -0.070 0.360
H 0.894 -2.194 0.228 0.650 0.025 1.029
H 3.675 -0.465 1.532 1.043 0.449 0.461
H 2.279 2.828 -0.382 0.608 0.003 -0.106
H 4.217 3.044 -2.028 -0.269 -0.014 0.195
H 0.180 0.062 -1.647 -0.180 0.244 -0.431
H -4.304 -2.904 3.603 -0.293 0.401 0.435
H -5.726 0.813 3.376 0.220 -0.054 -0.578
H 4.921 -2.318 1.373 0.061 -0.181 -0.027
H -5.122 2.514 3.335 0.297 -0.535 0.251
H -1.597 0.118 -1.704 0.008 -0.153 0.267
H -5.142 2.908 1.086 -0.378 -0.049 0.092
H -0.072 0.141 0.709 0.215 -0.449 -0.021
H 4.699 -2.694 -0.301 -0.487 0.402 -0.314
```
Positions in Å, forces in eV/Å.

Summary:
Net charge: +1
Multiplicity: 2
HOMO (alpha / beta) (eV): -12.47 / -12.47
Energy (Ha): -2917.05719